{
  "formula": "C30H45BrO2P2Re",
  "method": "ωB97M-V/def2-TZVPD",
  "symbols": ["Re", "C", "C", "C", "C", "C", "C", "H", "H", "H", "C", "H", "H", "H", "C", "H", "H", "H", "C", "H", "H", "H", "C", "H", "H", "H", "C", "C", "C", "C", "C", "C", "C", "C", "H", "H", "H", "H", "H", "H", "H", "H", "H", "H", "H", "H", "P", "C", "C", "P", "C", "C", "C", "H", "H", "H", "H", "H", "H", "H", "H", "H", "H", "H", "H", "H", "H", "Br", "C", "C", "C", "C", "C", "C", "C", "O", "O", "H", "H", "H", "H"],
  "coordinates": [[0.906, -0.897, 1.121], [-1.014, -1.015, 2.078], [-0.764, -2.164, 1.265], [0.892, -2.036, 2.893], [0.002, -0.941, 3.086], [0.416, -2.785, 1.760], [-2.342, -0.313, 2.190], [-3.021, -0.693, 1.407], [-2.266, 0.779, 2.067], [-2.828, -0.508, 3.169], [-0.201, -0.187, 4.365], [-1.286, -0.118, 4.565], [0.181, 0.842, 4.361], [0.272, -0.694, 5.227], [1.930, -2.443, 3.894], [1.560, -2.606, 4.926], [2.709, -1.668, 3.951], [2.401, -3.391, 3.595], [1.014, -4.006, 1.182], [1.444, -4.673, 1.934], [1.804, -3.631, 0.527], [0.308, -4.568, 0.565], [-1.748, -2.763, 0.316], [-2.182, -3.694, 0.717], [-1.235, -3.022, -0.614], [-2.549, -2.038, 0.118], [-2.411, 2.261, -1.405], [-2.562, 1.562, -2.683], [-3.724, 0.552, -2.948], [-3.623, -1.030, -3.376], [-2.298, -1.706, -3.356], [-1.208, -1.201, -2.877], [-0.199, 1.189, -1.070], [-1.121, 2.314, -0.613], [-4.386, 0.919, -3.737], [-4.106, -1.153, -4.356], [-4.369, 0.572, -2.056], [-0.411, 3.182, -0.636], [-3.243, 2.294, -0.726], [-2.730, 2.351, -3.416], [-1.276, 2.271, 0.504], [-0.364, 0.206, -0.343], [-1.001, -1.233, -1.788], [0.894, 1.473, -1.031], [-4.329, -1.461, -2.668], [-2.254, -2.536, -4.092], [-0.649, 0.983, -2.966], [-0.237, 2.836, -3.288], [-1.353, 1.083, -4.996], [1.347, -0.770, -2.201], [0.937, 0.386, -3.625], [1.716, -2.124, -3.464], [3.029, -0.008, -1.992], [0.813, 2.956, -2.988], [-0.824, 3.582, -2.729], [-0.294, 3.169, -4.339], [-0.898, 1.885, -5.611], [-2.442, 1.164, -5.183], [-1.047, 0.143, -5.471], [3.212, 0.717, -2.788], [3.767, -0.804, -2.070], [3.070, 0.489, -1.016], [1.750, 1.120, -3.664], [0.875, -0.111, -4.610], [2.696, -2.528, -3.175], [1.818, -1.697, -4.482], [0.924, -2.882, -3.466], [-0.181, 3.285, 2.811], [1.361, 2.750, 3.812], [1.357, 2.870, 5.210], [2.388, 2.302, 5.952], [3.342, 1.485, 5.321], [3.324, 1.336, 3.950], [2.362, 1.988, 3.186], [2.325, 1.842, 1.670], [2.362, 2.831, 0.920], [2.306, 0.565, 1.163], [0.577, 3.419, 5.730], [2.451, 2.458, 7.046], [4.111, 0.993, 5.916], [4.023, 0.694, 3.443]],
  "e_homo_ev": [-12.8, -12.5],
  "total_charge": 2,
  "energy_ev": -126655.62476,
  "multiplicity": 4,
  "lumo_energy_ev": [-9.4061, -9.1255],
  "fmax_ha_per_bohr": 0.1233,
  "s2": 4.012,
  "homo_lumo_gap_ev": [3.38, 3.42],
  "e_above_lowest_kcal_mol": 270.0
}

{
  "formula": "C30H45F5O30",
  "method": "ωB97M-V/def2-TZVPD",
  "symbols": ["C", "C", "O", "C", "O", "O", "F", "H", "H", "H", "C", "C", "O", "C", "O", "O", "F", "H", "H", "H", "C", "C", "O", "C", "O", "O", "F", "H", "H", "H", "C", "C", "O", "C", "O", "O", "F", "H", "H", "H", "C", "C", "O", "C", "O", "O", "F", "H", "H", "H", "C", "O", "C", "O", "O", "C", "H", "H", "H", "H", "H", "H", "C", "O", "C", "O", "O", "C", "H", "H", "H", "H", "H", "H", "C", "O", "C", "O", "O", "C", "H", "H", "H", "H", "H", "H", "C", "O", "C", "O", "O", "C", "H", "H", "H", "H", "H", "H", "C", "O", "C", "O", "O", "C", "H", "H", "H", "H", "H", "H"],
  "coordinates": [[0.617, -1.736, 2.406], [-0.863, -1.674, 2.259], [-1.142, -0.856, 3.424], [-0.153, -0.891, 4.342], [-0.178, -0.458, 5.470], [0.928, -1.507, 3.744], [-1.307, -2.930, 2.479], [0.958, -0.996, 1.682], [1.060, -2.672, 2.066], [-1.346, -1.286, 1.362], [-4.369, -0.585, -4.379], [-4.278, -0.639, -2.852], [-4.621, -2.001, -2.463], [-5.223, -2.524, -3.461], [-5.811, -3.619, -3.437], [-5.237, -1.716, -4.519], [-5.197, 0.246, -2.450], [-3.379, -0.759, -4.802], [-4.728, 0.355, -4.796], [-3.337, -0.415, -2.351], [-2.341, 4.206, -0.859], [-1.467, 3.034, -1.128], [-0.355, 3.615, -1.832], [-0.558, 4.963, -1.966], [0.245, 5.781, -2.425], [-1.733, 5.291, -1.490], [-2.067, 2.169, -1.922], [-2.449, 4.414, 0.206], [-3.380, 4.022, -1.134], [-1.193, 2.474, -0.233], [2.179, 2.862, 0.069], [1.638, 4.126, -0.458], [2.383, 4.261, -1.657], [3.575, 3.723, -1.475], [4.588, 3.975, -2.152], [3.502, 2.705, -0.482], [1.881, 5.154, 0.334], [1.537, 2.042, -0.253], [2.114, 2.876, 1.157], [0.549, 4.118, -0.493], [0.587, -0.458, -3.847], [-0.281, -1.399, -3.077], [-1.490, -0.710, -3.128], [-1.529, 0.017, -4.192], [-2.668, 0.283, -4.718], [-0.319, 0.183, -4.685], [0.279, -1.599, -1.872], [1.234, -0.985, -4.548], [1.197, 0.317, -3.383], [-0.314, -2.366, -3.578], [-1.945, 0.255, -1.249], [-0.885, -0.297, -0.548], [0.144, 0.277, -0.320], [0.321, 1.471, -0.477], [1.066, -0.629, 0.070], [2.265, -0.234, 0.717], [-1.700, 0.684, -2.221], [-2.298, 1.112, -0.677], [-2.696, -0.534, -1.280], [2.452, -0.941, 1.525], [2.293, 0.800, 1.061], [3.113, -0.288, 0.035], [-4.223, 4.180, 3.335], [-3.928, 2.804, 3.121], [-3.641, 2.371, 1.941], [-3.452, 3.061, 0.944], [-3.637, 1.069, 2.183], [-3.404, 0.216, 1.109], [-4.088, 4.641, 4.313], [-5.250, 4.471, 3.118], [-3.572, 4.833, 2.754], [-2.468, 0.389, 0.579], [-4.106, 0.460, 0.312], [-3.434, -0.816, 1.459], [-4.779, -2.093, 1.312], [-3.923, -1.820, 0.207], [-2.777, -2.379, 0.036], [-2.115, -3.067, 0.861], [-2.374, -2.099, -1.303], [-1.343, -2.849, -1.912], [-5.677, -1.477, 1.266], [-4.269, -1.942, 2.264], [-5.148, -3.117, 1.251], [-1.613, -3.885, -2.119], [-0.465, -2.840, -1.268], [-1.078, -2.451, -2.892], [2.377, 1.323, 3.068], [3.243, 0.508, 3.804], [3.901, -0.487, 3.206], [3.636, -1.037, 2.122], [4.868, -0.909, 4.060], [5.501, -2.142, 3.751], [1.789, 0.656, 2.438], [3.026, 1.992, 2.503], [1.725, 1.903, 3.721], [6.245, -2.407, 4.501], [6.059, -2.021, 2.822], [4.854, -3.011, 3.631], [4.472, -1.454, 0.740], [5.240, -2.182, -0.178], [6.121, -3.056, 0.271], [6.344, -3.382, 1.476], [6.682, -3.625, -0.739], [7.799, -4.503, -0.575], [5.050, -0.752, 1.341], [3.974, -2.111, 1.454], [3.740, -0.915, 0.138], [8.070, -4.616, 0.474], [8.632, -4.035, -1.099], [7.546, -5.500, -0.936]],
  "e_homo_ev": -9.1,
  "energy_ev": -106816.21262,
  "lumo_energy_ev": -0.4728,
  "fmax_ha_per_bohr": 0.3509,
  "homo_lumo_gap_ev": 8.62,
  "e_above_lowest_kcal_mol": 851.3
}

{
  "formula": "C30H45N11O3P2RbS3",
  "method": "ωB97M-V/def2-TZVPD",
  "symbols": ["Rb", "C", "N", "C", "P", "O", "O", "P", "O", "N", "C", "C", "N", "C", "C", "N", "C", "C", "H", "H", "H", "H", "H", "H", "H", "H", "H", "H", "H", "H", "H", "H", "H", "H", "H", "H", "H", "H", "H", "H", "H", "H", "C", "N", "C", "C", "N", "C", "S", "C", "C", "C", "C", "C", "N", "H", "H", "H", "H", "H", "H", "H", "H", "H", "N", "C", "C", "C", "C", "C", "C", "C", "N", "C", "C", "N", "C", "H", "H", "H", "H", "H", "H", "H", "S", "C", "N", "C", "C", "S", "H", "H", "H", "H", "H"],
  "coordinates": [[1.080, 0.379, 0.425], [1.228, -0.236, 4.651], [0.975, 1.131, 4.204], [2.192, 1.926, 4.034], [-0.352, 1.640, 3.404], [-0.164, 2.024, 1.983], [-1.363, 0.378, 3.556], [-1.526, -0.923, 2.600], [-0.338, -1.143, 1.747], [-1.851, -2.104, 3.663], [-2.422, -1.916, 4.989], [-1.420, -3.470, 3.379], [-2.860, -0.624, 1.678], [-2.720, 0.356, 0.602], [-4.166, -0.561, 2.327], [-1.033, 2.847, 4.263], [-1.258, 2.686, 5.695], [-1.998, 3.732, 3.621], [1.896, -0.198, 5.513], [1.702, -0.837, 3.871], [0.305, -0.717, 4.962], [2.684, 2.050, 5.001], [1.950, 2.915, 3.645], [2.880, 1.430, 3.343], [-2.727, -0.884, 5.144], [-1.691, -2.179, 5.759], [-3.297, -2.559, 5.114], [-0.994, -3.539, 2.382], [-2.271, -4.151, 3.454], [-0.658, -3.776, 4.100], [-1.773, 0.214, 0.082], [-2.770, 1.384, 0.978], [-3.525, 0.205, -0.119], [-4.276, -1.367, 3.049], [-4.943, -0.680, 1.572], [-4.324, 0.398, 2.834], [-0.490, 2.052, 6.132], [-2.241, 2.245, 5.893], [-1.211, 3.661, 6.180], [-1.779, 3.816, 2.560], [-1.929, 4.724, 4.070], [-3.021, 3.363, 3.755], [5.040, 1.339, -4.606], [3.773, 2.046, -4.562], [3.315, 2.896, -5.548], [2.129, 3.370, -5.142], [1.856, 2.811, -3.894], [2.901, 1.988, -3.522], [3.172, 1.084, -2.132], [0.639, 3.087, -3.196], [-0.459, 3.560, -3.916], [-1.595, 3.900, -3.208], [-1.616, 3.739, -1.829], [-0.487, 3.215, -1.230], [0.626, 2.898, -1.896], [5.327, 1.214, -5.647], [4.913, 0.368, -4.131], [5.808, 1.901, -4.075], [3.882, 3.101, -6.437], [1.483, 4.089, -5.604], [-0.446, 3.644, -4.991], [-2.461, 4.277, -3.735], [-2.486, 3.990, -1.240], [-0.454, 3.042, -0.160], [-6.836, -6.759, -3.912], [-5.920, -6.096, -3.717], [-4.769, -5.264, -3.469], [-4.839, -4.252, -2.517], [-3.740, -3.447, -2.279], [-2.562, -3.661, -2.986], [-2.487, -4.674, -3.933], [-3.591, -5.471, -4.178], [-1.434, -2.842, -2.739], [-0.396, -2.566, -3.610], [0.442, -1.733, -2.941], [-0.043, -1.489, -1.675], [-1.158, -2.159, -1.591], [-5.759, -4.087, -1.975], [-3.816, -2.641, -1.563], [-1.565, -4.862, -4.464], [-3.535, -6.261, -4.913], [-0.369, -2.957, -4.610], [1.360, -1.286, -3.283], [-1.782, -2.227, -0.715], [4.071, -1.017, 1.724], [5.192, -0.619, 0.557], [5.779, 0.562, 0.377], [6.587, 0.743, -0.823], [7.050, -0.661, -1.215], [5.756, -1.780, -0.612], [5.445, 1.344, 0.918], [7.436, 1.389, -0.601], [5.974, 1.191, -1.606], [8.000, -0.918, -0.750], [7.147, -0.755, -2.294]],
  "e_homo_ev": -9.9,
  "total_charge": 1,
  "energy_ev": -106115.03373,
  "lumo_energy_ev": -1.6641,
  "fmax_ha_per_bohr": 0.0377,
  "homo_lumo_gap_ev": 8.28,
  "e_above_lowest_kcal_mol": 10.7
}

{
  "formula": "C30H45N15",
  "method": "ωB97M-V/def2-TZVPD",
  "symbols": ["C", "C", "N", "H", "H", "H", "C", "C", "N", "H", "H", "H", "C", "C", "N", "H", "H", "H", "C", "C", "N", "H", "H", "H", "C", "C", "N", "H", "H", "H", "C", "C", "N", "H", "H", "H", "C", "C", "N", "H", "H", "H", "C", "C", "N", "H", "H", "H", "C", "C", "N", "H", "H", "H", "C", "C", "N", "H", "H", "H", "C", "C", "N", "H", "H", "H", "C", "C", "N", "H", "H", "H", "C", "C", "N", "H", "H", "H", "C", "C", "N", "H", "H", "H", "C", "C", "N", "H", "H", "H"],
  "coordinates": [[-5.274, 2.563, 0.451], [-5.124, 1.927, 1.730], [-5.009, 1.410, 2.751], [-4.744, 3.515, 0.414], [-6.342, 2.671, 0.265], [-4.764, 1.961, -0.301], [-2.406, -0.345, -4.969], [-2.716, 0.758, -4.118], [-2.947, 1.642, -3.410], [-2.209, -0.014, -5.988], [-3.286, -0.984, -4.894], [-1.497, -0.855, -4.650], [-3.824, -2.223, 1.697], [-4.504, -1.457, 0.646], [-5.141, -0.874, -0.169], [-2.899, -1.722, 1.984], [-3.511, -3.204, 1.340], [-4.411, -2.352, 2.606], [2.851, 1.438, 0.052], [2.641, 0.378, -0.916], [2.497, -0.466, -1.732], [2.124, 2.235, -0.106], [3.784, 1.896, -0.278], [2.897, 1.071, 1.077], [3.233, 5.629, -1.883], [2.324, 4.515, -2.160], [1.553, 3.662, -2.438], [4.207, 5.235, -1.593], [2.912, 6.197, -1.010], [3.368, 6.329, -2.708], [-1.008, 1.514, 3.799], [0.038, 1.667, 4.836], [0.896, 1.736, 5.665], [-1.594, 2.433, 3.778], [-1.650, 0.663, 4.026], [-0.561, 1.477, 2.805], [-1.185, 0.555, -0.502], [-0.578, -0.298, 0.543], [-0.085, -0.996, 1.393], [-1.169, -0.020, -1.428], [-0.665, 1.511, -0.570], [-2.186, 0.871, -0.208], [-0.100, -5.472, 4.247], [0.735, -6.648, 4.078], [1.406, -7.614, 3.920], [-0.758, -5.643, 5.099], [-0.788, -5.329, 3.414], [0.521, -4.602, 4.460], [-2.100, 6.340, 2.784], [-1.881, 5.035, 2.106], [-1.793, 4.020, 1.569], [-1.647, 7.077, 2.120], [-1.797, 6.393, 3.829], [-3.186, 6.425, 2.803], [4.125, -2.268, 0.723], [4.106, -1.409, 1.942], [3.999, -0.742, 2.873], [4.967, -2.938, 0.550], [4.099, -1.683, -0.196], [3.170, -2.793, 0.687], [1.137, -2.249, 4.404], [-0.208, -2.196, 4.906], [-1.311, -2.141, 5.283], [1.517, -1.235, 4.275], [1.141, -2.763, 3.443], [1.768, -2.828, 5.078], [2.011, 0.586, -4.989], [3.017, 1.132, -5.867], [3.837, 1.568, -6.584], [2.035, 1.224, -4.106], [2.237, -0.452, -4.742], [1.023, 0.593, -5.449], [1.128, -3.556, -1.583], [0.154, -2.714, -2.262], [-0.654, -2.077, -2.827], [1.484, -4.331, -2.262], [0.698, -4.023, -0.698], [1.992, -2.960, -1.288], [-0.567, 4.020, -5.060], [-1.685, 4.949, -4.984], [-2.619, 5.668, -4.961], [0.365, 4.582, -5.127], [-0.691, 3.390, -5.941], [-0.570, 3.367, -4.188], [2.630, -6.537, 0.060], [2.631, -5.662, 1.199], [2.616, -4.987, 2.136], [2.929, -5.893, -0.766], [1.591, -6.841, -0.070], [3.251, -7.429, 0.137]],
  "e_homo_ev": -11.0,
  "energy_ev": -54186.14171,
  "lumo_energy_ev": -0.0528,
  "fmax_ha_per_bohr": 0.1129,
  "homo_lumo_gap_ev": 10.99,
  "e_above_lowest_kcal_mol": 17.6
}

{
  "formula": "C30H45NNiO2P2",
  "method": "ωB97M-V/def2-TZVPD",
  "symbols": ["P", "P", "C", "C", "H", "H", "H", "H", "C", "H", "H", "H", "C", "H", "H", "H", "C", "H", "H", "H", "C", "H", "H", "H", "Ni", "C", "C", "C", "C", "C", "C", "C", "C", "C", "H", "H", "H", "H", "H", "H", "H", "H", "H", "H", "H", "H", "H", "H", "H", "C", "C", "C", "C", "C", "C", "N", "C", "C", "C", "C", "C", "C", "C", "O", "O", "C", "C", "H", "H", "H", "H", "H", "H", "H", "H", "H", "H", "H", "H", "H", "H"],
  "coordinates": [[0.656, -2.640, -2.385], [-0.020, 1.195, -0.780], [1.587, 0.022, -2.841], [1.039, 1.284, -2.263], [1.059, -0.466, -3.738], [2.621, -0.419, -2.692], [1.849, 1.814, -1.810], [0.419, 1.819, -2.968], [-1.746, 1.765, -1.008], [-2.221, 2.097, -0.059], [-2.393, 0.992, -1.414], [-1.802, 2.611, -1.686], [0.606, 2.745, 0.027], [0.438, 3.671, -0.562], [1.704, 2.705, 0.147], [0.163, 2.833, 1.016], [-0.458, -3.910, -3.094], [-0.787, -4.676, -2.389], [0.040, -4.391, -3.955], [-1.379, -3.398, -3.391], [2.157, -3.652, -2.709], [2.893, -2.990, -3.253], [1.926, -4.577, -3.323], [2.630, -3.986, -1.728], [-1.086, -1.057, -3.447], [0.099, 0.801, -5.265], [-1.224, 0.709, -4.857], [-2.314, 0.146, -5.719], [-1.817, -1.221, -6.278], [-1.131, -1.856, -5.103], [0.201, -2.249, -5.161], [1.202, -1.517, -5.945], [0.787, -0.001, -6.316], [-0.805, -1.356, -0.867], [0.819, 1.555, -4.875], [-1.659, 1.242, -4.017], [-2.659, 0.686, -6.623], [-3.179, 0.004, -5.029], [-2.720, -1.789, -6.599], [-1.103, -1.122, -7.130], [-1.916, -2.331, -4.459], [0.655, -3.187, -4.782], [1.448, -1.923, -6.962], [2.170, -1.542, -5.385], [1.771, 0.474, -6.515], [0.193, -0.004, -7.254], [-0.189, -0.670, -0.154], [-0.174, -2.258, -0.472], [-1.510, -1.584, -0.012], [3.836, 0.916, 6.153], [2.666, 0.031, 5.736], [2.745, -1.342, 5.974], [1.729, -2.197, 5.553], [0.607, -1.683, 4.920], [0.466, -0.303, 4.814], [-0.746, 0.205, 4.364], [-1.548, 1.143, 4.979], [-1.475, 1.429, 6.351], [-2.245, 2.451, 6.895], [-3.121, 3.179, 6.062], [-3.183, 2.920, 4.687], [-2.439, 1.857, 4.139], [-2.476, 1.482, 2.661], [-2.092, 0.296, 2.327], [-2.845, 2.377, 1.869], [1.529, 0.578, 5.133], [1.445, 2.035, 4.823], [4.346, 1.386, 5.289], [3.557, 1.745, 6.831], [4.605, 0.313, 6.674], [3.645, -1.748, 6.448], [1.783, -3.259, 5.739], [-0.211, -2.306, 4.545], [-1.183, -0.141, 3.472], [-0.797, 0.824, 6.960], [-2.169, 2.679, 7.957], [-3.740, 3.958, 6.485], [-3.783, 3.534, 4.013], [2.444, 2.450, 4.641], [0.824, 2.204, 3.935], [0.991, 2.586, 5.660]],
  "e_homo_ev": [-6.1, -6.1],
  "energy_ev": -97031.19577,
  "multiplicity": 3,
  "lumo_energy_ev": [-1.5261, -2.4073],
  "fmax_ha_per_bohr": 0.0540,
  "s2": 2.017,
  "homo_lumo_gap_ev": [4.59, 3.71],
  "e_above_lowest_kcal_mol": 272.0
}